A structure of composition C38H41CaN8O10S2, computed with wB97M-V/def2-TZVPD.

```
100
C38H41CaN8O10S2 | the OMol25 dataset | wB97M-V/def2-TZVPD
C -0.47 -1.91 -2.26
H -4.48 1.10 -0.16
H 0.18 7.56 3.96
C -2.97 4.68 0.43
N -0.25 -4.73 1.44
O -0.30 -0.93 2.17
C -2.34 -0.71 -1.70
O -2.23 0.74 0.19
O 0.31 -2.79 3.25
C -1.87 7.60 4.58
H 2.24 -3.70 4.29
H -3.95 7.37 5.07
C -2.22 3.80 2.62
C 3.69 0.11 -3.11
H 1.82 -5.86 3.61
O 1.87 -1.32 -2.72
C -3.09 6.93 4.58
H 3.08 0.41 2.09
N 2.12 0.13 2.23
N -1.51 4.56 -1.48
H -3.49 5.34 1.12
O 1.20 -2.17 -0.57
C -3.77 5.46 -4.03
C -3.58 3.21 -3.20
C 2.99 -1.82 3.59
H -0.88 4.13 -3.41
C -5.63 3.94 -4.24
N 0.99 -5.83 3.05
O 1.23 -3.50 -2.41
H -4.11 -0.96 -2.88
H -1.79 8.56 5.07
S 0.44 2.85 1.38
H -6.64 3.73 -4.56
C 3.10 -3.34 3.73
H -0.31 -3.86 0.90
H -0.60 -3.20 -3.97
H 3.99 -3.57 4.32
H 1.75 0.67 3.01
H 3.98 -1.42 3.35
O 2.30 0.31 -1.21
C 5.83 0.93 -4.69
C -3.07 -1.24 -2.74
S -0.21 2.27 -1.81
C -2.89 0.25 -0.69
N -1.97 3.93 1.18
C 3.23 -4.13 2.42
N 5.42 -0.95 -6.24
H 2.71 -1.40 4.55
H -1.51 3.07 3.01
C -0.89 3.45 0.58
C -2.09 5.13 3.33
H 3.95 -3.66 1.75
H -2.98 6.00 -1.26
O 4.72 -1.89 -6.52
O 6.35 -0.55 -6.90
C 4.43 1.23 -2.76
C -0.88 5.81 3.33
H -0.01 5.36 2.85
C -5.07 5.19 -4.45
H -2.99 2.44 -2.73
O -4.19 0.51 -0.87
H -1.37 5.81 -3.13
H 3.44 -1.48 -4.55
C 2.54 -0.30 -2.24
C 0.91 -4.91 2.08
C -4.88 2.95 -3.61
C -1.12 -2.49 -3.35
C -0.77 7.04 3.96
H 2.12 -3.77 -2.13
H -1.09 -5.03 1.90
N 1.98 -4.27 1.65
H -5.31 1.97 -3.45
N -1.07 -1.03 -1.48
H 6.66 1.21 -5.32
H 4.16 1.78 -1.87
H -5.65 5.97 -4.94
H 1.79 -3.59 0.91
H 0.15 -6.10 3.52
C 0.54 -1.72 2.69
H -1.59 6.22 -0.18
H 3.62 -5.13 2.62
H -3.23 3.40 2.74
H -3.35 6.44 -4.20
C 2.03 -1.31 2.50
H -2.97 -2.57 -4.43
H 2.35 -1.78 1.56
H -4.14 5.17 3.96
Ca 0.42 0.04 0.24
C 4.00 -0.61 -4.26
C -3.19 5.70 3.95
H 6.08 2.51 -3.26
H -3.70 4.00 -0.03
C -1.62 4.77 -2.93
C -0.91 3.50 -0.94
C 0.94 -2.29 -1.82
C -3.02 4.47 -3.41
C -2.44 -2.14 -3.59
C 5.50 1.63 -3.54
C 5.07 -0.18 -5.02
C -2.26 5.48 -0.63
```

For the gap between HOMO and LUMO, the calculation gives 7.89 eV. As for the energy above the lowest of the compared OMol25 structures with the same formula, charge and spin: 13.81 kcal per mole. The calculation puts the highest occupied orbital energy at -10.63 eV. Its charge is +1. The electronic energy is -4137.1404 hartree. The max |F| comes out at 0.0114 hartree/bohr.

***

An isolated molecule of C3H6N2O, computed with wB97M-V/def2-TZVPD.

```
12
C3H6N2O | the OMol25 dataset | wB97M-V/def2-TZVPD
H 0.45 -1.89 -1.51
N -1.23 2.74 1.08
C -0.62 1.77 0.85
C 0.00 0.31 0.59
H -1.42 -0.08 -0.71
N -1.06 -0.54 0.12
H -1.77 -0.83 0.76
H 0.97 0.34 -1.44
H 2.08 -0.14 -0.01
C 1.13 -0.22 -0.52
O 1.12 -1.61 -0.86
H 0.40 0.11 1.61
```

For the gap between HOMO and LUMO, the calculation gives 10.71 eV. As for the energy above the lowest of the compared OMol25 structures with the same formula, charge and spin: 67.86 kcal per mole. The calculation puts the highest occupied orbital energy at -10.05 eV. As for the structure (SMILES): N#C[C@@H](N)CO. The electronic energy is -302.5850 hartree. The max |F| comes out at 0.0535 hartree/bohr.

***

An isolated molecule of C20H19N3O2S2, computed with wB97M-V/def2-TZVPD.

```
46
C20H19N3O2S2 | the OMol25 dataset | wB97M-V/def2-TZVPD
H 3.94 -3.28 4.63
H 9.02 -1.59 4.37
C 5.93 -2.69 1.95
S -1.47 -0.56 0.69
C 0.24 -0.49 0.35
C 7.13 -2.56 2.61
N 0.56 0.21 -0.69
C 8.52 -2.50 4.70
H -5.27 4.09 -5.49
C -7.80 4.46 -5.68
H 9.17 -3.34 4.46
H -7.39 3.92 -6.53
C 4.83 -3.06 4.06
H -5.62 1.34 -1.40
C 6.04 -2.91 4.71
C -6.67 2.44 -2.87
H 2.49 -1.74 3.54
H 6.07 -3.00 5.78
O -7.80 3.67 -4.51
C -6.61 3.22 -4.03
H 2.13 -1.08 0.82
H 1.64 -3.31 3.57
C 4.77 -2.94 2.68
S 3.26 -3.14 1.76
H 8.39 -2.46 5.78
C -3.04 1.69 -2.30
H -2.13 1.97 -2.82
H -3.75 0.59 -0.62
N 1.17 -1.13 1.13
C 7.21 -2.66 4.00
C -5.53 1.94 -2.30
H -7.65 2.25 -2.45
C -1.63 0.47 -0.74
H -3.26 3.19 -4.46
N -0.49 0.75 -1.29
H -7.24 5.39 -5.53
H 5.88 -2.61 0.88
C -5.36 3.49 -4.59
C -2.90 0.92 -1.20
H -8.85 4.69 -5.87
O -0.31 -2.03 2.58
C -4.27 2.19 -2.85
C 0.83 -1.89 2.21
C 2.01 -2.51 2.93
H 8.03 -2.36 2.05
C -4.22 2.98 -4.01
```

For the gap between HOMO and LUMO, the calculation gives 7.74 eV. As for the energy above the lowest of the compared OMol25 structures with the same formula, charge and spin: 0.00 kcal per mole. The calculation puts the highest occupied orbital energy at -7.61 eV. As for the structure (SMILES): COc1ccc(/C=C/c2nnc(NC(=O)CSc3ccc(C)cc3)s2)cc1. The electronic energy is -1884.6371 hartree. The max |F| comes out at 0.0350 hartree/bohr.

***

A cluster of 2 separate species, CH3N2O2 in total, computed with wB97M-V/def2-TZVPD.

```
8
CH3N2O2 | the OMol25 dataset | wB97M-V/def2-TZVPD
H 0.31 -1.63 -0.70
N -0.09 0.37 0.67
O 1.57 0.98 -0.73
H -0.76 0.75 1.33
C 0.58 1.25 -0.02
O -1.41 -2.03 -0.59
H 0.12 2.27 0.04
N -0.32 -1.96 0.00
```

For the gap between HOMO and LUMO, the calculation gives 8.29 eV. As for the energy above the lowest of the compared OMol25 structures with the same formula, charge and spin: 65.41 kcal per mole. The calculation puts the highest occupied orbital energy at -3.62 eV. Its charge is -1. The electronic energy is -299.8260 hartree. The max |F| comes out at 0.0441 hartree/bohr.

***

A cluster of 11 separate species, C45H112O33S7 in total, computed with wB97M-V/def2-TZVPD.

```
197
C45H112O33S7 | the OMol25 dataset | wB97M-V/def2-TZVPD
H 15.48 25.62 2.45
O 20.97 32.69 -1.69
O 21.21 17.96 -11.31
C 10.12 21.11 -11.47
C 9.02 23.69 -16.51
H 10.05 27.96 5.80
C 20.52 34.20 -14.52
H 22.56 31.36 -2.03
H 24.41 19.09 -12.33
H 17.10 26.15 -6.68
C 23.73 18.48 -11.74
H 10.56 29.29 4.75
C 25.30 25.57 -11.50
H 8.18 24.32 -9.09
H 20.55 34.89 -15.37
H 9.53 27.66 -6.85
O 12.80 29.73 -8.54
H 27.43 25.67 -11.18
H 22.65 31.59 0.26
H 16.64 27.33 -5.56
H 26.89 34.47 -14.65
H 15.22 23.80 -8.81
C 21.35 23.67 -8.25
H 13.29 27.16 -7.79
H 6.39 24.55 -9.03
H 24.53 24.83 -11.72
H 20.04 34.85 -13.78
O 11.24 27.30 4.25
H 26.76 33.02 -15.65
C 19.14 17.59 -9.93
S 11.72 28.77 -8.28
O 21.65 20.34 -11.88
O 22.59 23.76 -5.86
C 24.10 28.66 -11.80
H 22.61 35.86 -13.54
C 22.84 35.08 -14.26
C 15.43 29.65 2.59
H 20.79 31.48 0.34
H 18.97 27.68 -9.24
H 20.71 22.87 -8.60
H 15.21 27.57 0.81
H 24.31 34.25 -13.06
O 5.56 22.25 -10.40
C 7.21 23.83 -9.06
H 13.02 22.56 -16.18
H 17.97 26.22 -5.18
H 20.68 24.32 -7.69
C 26.70 24.89 -11.43
H 8.92 28.66 -8.04
H 8.62 30.39 -5.95
H 16.88 27.03 1.17
H 24.97 35.64 -13.98
H 20.00 32.33 -15.64
C 17.81 28.54 -7.61
O 7.96 21.83 -10.77
O 11.28 23.52 -18.42
C 19.63 32.93 -14.81
O 14.16 27.02 3.17
H 24.99 25.96 -10.54
O 21.25 21.72 -6.47
H 24.93 30.28 -9.94
H 17.74 31.31 -15.61
C 15.50 26.66 2.77
C 9.23 22.30 -11.12
O 20.85 32.42 -4.22
H 18.05 17.59 -9.94
H 11.84 26.52 -7.26
C 12.00 22.82 -15.93
H 19.34 17.64 -12.12
C 17.20 26.49 -10.60
H 18.63 23.22 -14.23
O 11.00 28.13 -9.39
C 24.34 34.76 -14.03
C 23.21 25.91 -5.07
H 17.98 28.90 -9.71
H 6.89 24.03 -16.29
S 22.25 22.62 -7.00
H 11.32 21.97 -16.07
O 20.05 34.64 -3.16
H 21.78 30.09 0.05
H 7.64 28.78 -5.99
O 23.49 22.17 -7.62
S 6.78 23.00 -10.66
H 16.78 28.79 -7.40
C 18.43 22.87 -15.24
O 18.96 27.10 -15.71
H 23.24 30.01 -9.70
S 22.01 18.99 -12.31
H 28.56 23.25 -13.63
H 17.24 31.82 -13.91
H 9.04 23.14 -17.45
C 18.31 24.16 -16.13
H 21.96 24.01 -9.08
C 17.95 28.02 -9.07
C 18.58 32.43 -2.71
H 19.24 22.25 -15.64
O 18.25 33.28 -15.07
C 21.72 31.17 -0.13
C 12.49 27.31 4.99
O 25.32 26.69 -12.45
O 10.61 29.45 -7.19
H 23.90 18.73 -10.69
H 17.46 26.13 -17.93
C 15.98 27.50 1.57
H 17.73 24.87 -15.54
H 9.11 29.06 -4.96
H 23.64 26.84 -5.43
H 14.55 26.62 5.10
O 18.43 27.79 -6.53
H 18.34 29.49 -7.64
O 12.63 25.05 -16.94
H 15.20 29.37 3.62
H 22.14 26.09 -5.10
O 27.04 24.33 -12.67
H 15.91 30.63 2.59
O 21.92 33.95 -14.22
C 15.91 25.65 -10.95
H 23.23 26.69 -12.32
H 18.50 31.35 -2.87
O 24.33 28.44 -10.45
H 12.34 26.96 6.02
H 19.73 32.25 -13.96
H 24.91 29.27 -12.19
C 16.13 23.64 -9.40
S 20.24 33.17 -3.14
H 18.50 27.47 -18.64
H 12.81 28.35 5.03
H 16.28 26.81 3.52
H 22.67 35.55 -15.23
C 24.07 27.33 -12.58
C 17.53 26.84 -5.96
H 23.94 17.43 -11.96
H 24.56 29.28 -8.60
O 24.93 33.90 -15.03
O 16.06 24.23 -10.77
H 9.72 22.81 -10.29
C 28.30 23.65 -12.65
C 9.39 28.72 -7.06
C 21.56 31.43 -1.61
O 20.95 26.77 -17.23
H 19.50 19.18 -11.30
H 17.77 24.01 -17.06
O 17.07 26.95 -9.25
H 7.23 23.05 -8.30
H 16.87 24.12 -8.76
H 18.13 25.99 -10.88
H 9.75 20.60 -12.37
H 7.93 25.42 -15.87
H 26.52 33.09 -13.87
C 12.39 27.46 -7.25
O 21.84 18.54 -13.70
H 23.22 25.26 -7.12
H 9.29 28.22 4.24
C 13.71 26.56 4.41
H 17.21 27.35 -11.27
H 9.19 23.04 -11.92
C 18.45 26.45 -18.26
H 14.46 29.63 2.10
O 19.58 24.72 -16.47
H 13.40 25.52 4.32
H 12.58 27.95 -6.30
H 18.37 32.49 -1.64
H 10.16 20.42 -10.63
H 11.17 21.37 -11.39
H 17.51 22.28 -15.24
C 26.31 33.56 -14.82
H 20.91 30.61 -1.93
H 19.40 18.24 -9.10
S 19.60 26.38 -16.82
H 17.85 33.02 -3.25
O 16.37 28.82 1.94
H 15.52 25.88 -11.94
H 16.50 32.38 -15.39
H 19.45 16.55 -9.80
O 10.13 24.56 -16.37
H 12.05 23.29 -14.95
C 7.78 24.59 -16.55
C 10.24 28.24 4.76
H 24.00 27.62 -13.63
C 23.47 24.79 -6.16
H 18.79 25.70 -18.98
H 24.50 24.45 -6.08
C 24.21 29.53 -9.61
C 8.59 29.30 -5.89
O 7.00 23.91 -11.77
H 29.11 24.38 -12.59
C 19.77 18.13 -11.25
S 11.55 24.09 -17.12
H 16.31 22.57 -9.46
H 23.14 29.16 -11.90
H 23.45 25.60 -4.05
H 8.96 23.07 -15.62
H 15.06 25.99 -10.36
C 17.45 32.12 -14.94
H 28.37 22.89 -11.87
H 26.70 24.15 -10.63
H 7.69 25.03 -17.55
```

For the gap between HOMO and LUMO, the calculation gives 9.02 eV. As for the energy above the lowest of the compared OMol25 structures with the same formula, charge and spin: 225.52 kcal per mole. The calculation puts the highest occupied orbital energy at -9.23 eV. As for the structure (SMILES): CCOS(C)(=O)=O.CCOS(C)(=O)=O.CCOS(C)(=O)=O.CCOS(C)(=O)=O.CCOS(C)(=O)=O.CCOS(C)(=O)=O.CCOS(C)(=O)=O.COCCOCCOC.COCCOCCOC.COCCOCCOC.COCCOCCOC. The electronic energy is -7051.3947 hartree. The max |F| comes out at 0.0688 hartree/bohr.

***

A structure of composition C30H56Cl6O12S4, computed with wB97M-V/def2-TZVPD.

```
108
C30H56Cl6O12S4 | the OMol25 dataset | wB97M-V/def2-TZVPD
H 2.98 1.55 3.09
H 0.11 1.26 -2.42
C -0.59 0.29 -0.75
H 2.78 -3.19 -2.00
C -0.75 1.61 -2.98
H 3.00 -0.74 0.26
C 0.91 0.24 5.43
H 2.51 -0.38 7.07
C 3.20 2.16 -3.86
H -3.17 -1.18 1.12
O -5.95 -4.48 0.94
C -3.28 0.62 4.20
S -4.88 -4.11 0.06
H -4.39 1.26 -1.98
H 4.97 -1.12 -4.23
C 3.39 0.03 0.93
H 4.13 2.63 -4.20
Cl -2.73 2.99 -1.90
H 3.38 -2.75 -3.66
H -0.64 2.65 -2.64
H 3.02 1.32 -4.53
C -2.44 -3.15 0.89
C 2.16 -0.44 6.04
O 3.21 1.76 -2.48
H -0.45 0.03 -1.79
C 2.24 2.27 -1.64
H -2.02 -2.82 -0.07
S 2.26 -0.96 -2.90
H 5.96 -0.33 -3.15
C 4.73 -1.94 -2.25
H 0.36 2.75 -2.58
S 3.59 0.43 5.20
C -3.55 -2.20 1.16
H -0.40 1.29 1.73
H -4.11 -2.18 -0.88
H 4.74 -1.61 -1.21
H 3.54 0.88 -3.74
H -5.56 -1.75 0.03
H 0.85 0.13 2.29
H -4.64 -1.05 3.79
O -4.92 -4.64 -1.29
C -4.52 1.73 -0.01
H 3.56 0.89 0.27
O -3.71 0.02 -3.56
H -1.26 -1.72 -0.73
H -2.46 2.45 -4.69
Cl -5.38 0.19 0.16
H -1.64 -3.20 1.63
H -2.72 -5.11 0.05
C -4.62 -2.31 0.08
S -1.39 -0.82 1.64
H -4.18 -0.11 2.43
H 1.33 1.07 0.03
H 0.72 1.16 5.98
O 1.49 -0.55 -1.74
H -3.81 -2.19 2.22
H -3.99 2.03 0.89
C -0.60 1.33 -4.53
Cl 5.60 -1.20 0.43
H 1.99 2.35 4.38
C 1.35 3.17 -2.43
O 4.04 1.48 6.18
C -2.13 1.42 -4.82
H -2.29 0.97 -5.79
H 1.19 4.08 -1.87
H 1.54 3.13 -4.70
H 5.17 0.56 1.95
C -3.15 -4.50 0.84
H -3.28 -5.02 1.79
H -3.30 1.69 4.00
C 2.14 3.24 -3.79
C 2.39 1.42 4.00
C 0.05 0.31 1.57
C 1.23 0.50 4.03
C 3.35 -2.49 -2.60
Cl -3.56 0.37 5.96
H -1.14 1.24 -0.71
C 4.66 -0.35 1.64
H -5.24 2.55 -0.06
H -2.58 -0.67 -0.57
H -0.03 -0.32 5.50
C -2.68 0.65 -3.64
O 4.52 -0.53 4.65
C 3.75 0.14 -2.97
C -1.55 -0.80 -0.21
H 4.38 -1.06 2.42
H -2.31 0.26 3.84
O 2.19 2.12 -0.42
Cl -6.03 0.78 3.75
O -2.64 -0.21 2.27
H 2.61 4.22 -3.89
H 0.08 2.00 -5.06
H 1.44 -0.40 3.46
C -4.46 -0.02 3.48
H 2.14 -1.43 5.59
C 0.61 0.27 0.14
H 3.77 0.61 -1.98
O -0.89 -2.15 1.98
Cl 2.14 0.47 2.09
H 5.41 -2.79 -2.11
C 4.95 -0.75 -3.20
O 1.58 -0.95 -4.22
C -3.63 1.57 -1.26
H -2.95 0.76 -0.99
H 1.03 -0.67 -0.22
O -1.85 0.84 -2.62
H 0.28 0.89 3.65
H -0.26 0.31 -4.71
```

For the gap between HOMO and LUMO, the calculation gives 8.14 eV. The calculation puts the highest occupied orbital energy at -8.53 eV. The electronic energy is -6432.1623 hartree. The max |F| comes out at 0.3414 hartree/bohr.